w | {"formula": "C2H9N2", "method": "wB97M-V/def2-TZVPD", "homo_energy_ev": -16.1, "gap_ev": 11.7673, "total_charge": 1, "symbols": ["C", "C", "N", "N", "H", "H", "H", "H", "H", "H", "H", "H", "H"], "positions_angstrom": [[1.49, 0.48, 0.57], [0.69, -0.44, 1.37], [-0.51, -0.75, 1.02], [-1.29, 0.12, -1.46], [2.32, -0.02, 0.35], [1.76, 1.36, 1.28], [1.11, 0.77, -0.39], [1.14, -0.74, 2.23], [-1.09, -1.44, 1.49], [-0.80, -0.44, 0.03], [-0.59, 0.28, -2.19], [-2.00, 0.75, -1.77], [-1.76, -0.74, -1.79]], "nbo_charge": [-0.688, 0.331, -0.619, -1.072, 0.256, 0.281, 0.246, 0.214, 0.431, 0.450, 0.388, 0.398, 0.384]}


x | {"formula": "C2H9N2", "method": "wB97M-V/def2-TZVPD", "homo_energy_ev": -14.8, "gap_ev": 11.2414, "total_charge": 1, "symbols": ["N", "H", "H", "H", "H", "C", "C", "N", "H", "H", "H", "H", "H"], "positions_angstrom": [[-1.05, -1.40, 1.87], [-0.42, 1.78, 0.02], [-1.49, -1.02, 2.73], [-1.85, -2.00, 1.52], [-0.23, -1.96, 2.14], [0.79, 0.24, -2.23], [0.95, 0.98, -1.11], [0.11, 0.91, 0.11], [0.27, -0.79, -2.24], [1.34, 0.26, -3.14], [1.59, 1.85, -0.88], [0.54, 1.01, 1.03], [-0.56, 0.13, 0.18]], "nbo_charge": [-1.146, 0.440, 0.383, 0.392, 0.389, -0.335, -0.073, -0.702, 0.237, 0.257, 0.230, 0.450, 0.477]}


Most stable: w (next structure +0.830 eV)


w | {"formula": "C5H10N", "method": "wB97M-V/def2-TZVPD", "homo_energy_ev": -15.1, "smiles": "C[NH+](C)C1C=C1", "gap_ev": 11.9663, "total_charge": 1, "symbols": ["C", "C", "C", "C", "C", "N", "H", "H", "H", "H", "H", "H", "H", "H", "H", "H"], "positions_angstrom": [[1.95, -0.66, -0.04], [2.04, 0.63, -0.23], [0.86, 0.10, 0.59], [-1.10, -1.33, -0.10], [-1.14, 1.32, 0.05], [-0.44, -0.02, -0.17], [2.43, -1.66, -0.22], [2.57, 1.49, -0.43], [0.61, 0.14, 1.71], [-1.43, -1.46, 0.84], [-1.83, -1.29, -0.79], [-0.41, -2.05, -0.27], [-1.80, 1.06, 0.91], [-0.44, 2.01, 0.27], [-1.62, 1.56, -0.96], [-0.26, 0.16, -1.17]], "nbo_charge": [-0.154, -0.147, -0.136, -0.376, -0.392, -0.352, 0.272, 0.256, 0.240, 0.219, 0.222, 0.227, 0.233, 0.227, 0.232, 0.429]}


x | {"formula": "C5H10N", "method": "wB97M-V/def2-TZVPD", "homo_energy_ev": -15.7, "smiles": "C=[N+]=C(C)CC", "gap_ev": 10.9704, "total_charge": 1, "symbols": ["C", "C", "C", "C", "C", "N", "H", "H", "H", "H", "H", "H", "H", "H", "H", "H"], "positions_angstrom": [[2.61, -0.63, 0.75], [-1.17, -0.12, -0.04], [0.53, 0.30, -0.15], [-1.38, -1.58, -0.07], [0.74, 1.53, -1.03], [1.60, -0.19, 0.22], [2.93, -0.47, 1.79], [3.34, -1.17, 0.00], [-1.76, 0.55, -0.79], [-1.36, 0.21, 0.97], [-1.41, -1.88, -1.13], [-2.36, -2.08, 0.38], [-0.57, -2.07, 0.37], [0.24, 2.47, -0.83], [0.46, 1.16, -2.00], [1.83, 1.77, -1.12]], "nbo_charge": [0.054, -0.351, 0.442, -0.652, -0.669, -0.296, 0.250, 0.243, 0.259, 0.240, 0.227, 0.266, 0.216, 0.272, 0.261, 0.237]}


y | {"formula": "C5H10N", "method": "wB97M-V/def2-TZVPD", "homo_energy_ev": -14.3, "smiles": "C=C=C(C)[NH2+]C", "gap_ev": 10.7812, "total_charge": 1, "symbols": ["C", "C", "C", "C", "C", "N", "H", "H", "H", "H", "H", "H", "H", "H", "H", "H"], "positions_angstrom": [[-1.34, -1.57, 1.88], [-0.83, -0.67, 1.00], [-0.28, 0.35, 0.33], [-0.73, 1.75, -0.06], [1.04, -0.46, -1.66], [1.06, 0.05, -0.22], [-1.86, -2.37, 1.59], [-1.22, -1.56, 2.94], [-1.80, 1.71, -0.01], [-0.29, 1.88, -0.94], [-0.27, 2.46, 0.56], [1.03, 0.46, -2.15], [1.90, -0.97, -1.69], [0.15, -1.11, -1.68], [1.83, 0.74, -0.18], [1.64, -0.68, 0.28]], "nbo_charge": [-0.340, 0.048, 0.056, -0.610, -0.366, -0.523, 0.227, 0.247, 0.263, 0.203, 0.240, 0.220, 0.214, 0.244, 0.434, 0.443]}


Most stable: x (next structure +0.465 eV)


w | {"formula": "C5H15NOS", "method": "wB97M-V/def2-TZVPD", "homo_energy_ev": -8.5, "smiles": "CNCCCCS.O", "gap_ev": 9.0799, "total_charge": 0, "symbols": ["C", "C", "C", "S", "C", "N", "C", "H", "H", "H", "H", "H", "H", "H", "H", "H", "H", "H", "H", "H", "H", "H", "O"], "positions_angstrom": [[-0.48, 0.26, -0.25], [-1.89, 0.05, 0.28], [-3.00, 0.63, -0.62], [-3.85, -0.36, -1.89], [0.06, 1.61, 0.31], [1.50, 1.83, 0.20], [2.40, 0.72, 0.55], [0.13, -0.64, -0.17], [-0.57, 0.46, -1.33], [-2.02, -1.06, 0.26], [-2.10, 0.07, 1.35], [-2.64, 1.60, -0.98], [-3.78, 0.94, 0.10], [-2.89, -0.36, -2.82], [-0.15, 1.57, 1.39], [-0.44, 2.45, -0.16], [1.78, 2.26, -0.67], [2.08, 0.28, 1.49], [2.33, -0.14, -0.13], [3.36, 1.22, 0.54], [3.83, -4.73, 1.49], [2.91, -3.94, 0.47], [3.46, -4.72, 0.60]], "nbo_charge": [-0.426, -0.442, -0.533, -0.026, -0.209, -0.634, -0.416, 0.211, 0.194, 0.217, 0.221, 0.210, 0.228, 0.118, 0.173, 0.199, 0.354, 0.189, 0.161, 0.211, 0.475, 0.473, -0.948]}


x | {"formula": "C5H15NOS", "method": "wB97M-V/def2-TZVPD", "homo_energy_ev": -8.4, "smiles": "CN[C@H](C)CCS.O", "gap_ev": 9.0773, "total_charge": 0, "symbols": ["C", "N", "C", "C", "C", "S", "C", "H", "H", "H", "H", "H", "H", "H", "H", "H", "H", "H", "H", "H", "H", "H", "O"], "positions_angstrom": [[-1.73, -1.90, -1.35], [-0.81, -1.09, -0.63], [-0.03, 0.04, -1.19], [0.79, 0.53, 0.07], [0.24, 1.80, 0.61], [1.04, 2.23, 2.23], [0.87, -0.24, -2.34], [-2.53, -1.33, -1.71], [-2.09, -2.71, -0.77], [-1.08, -2.48, -2.05], [-0.13, -1.71, -0.11], [-0.64, 0.93, -1.49], [1.84, 0.66, 0.06], [0.68, -0.37, 0.69], [-0.90, 1.73, 0.76], [0.39, 2.56, -0.07], [1.24, 3.52, 1.96], [0.31, -0.84, -3.09], [1.66, -0.92, -2.05], [1.42, 0.64, -2.76], [0.58, -0.01, 4.36], [-0.75, -0.71, 4.85], [-0.39, -0.33, 4.01]], "nbo_charge": [-0.404, -0.636, -0.037, -0.420, -0.475, -0.074, -0.631, 0.199, 0.203, 0.157, 0.348, 0.182, 0.208, 0.209, 0.218, 0.204, 0.123, 0.208, 0.199, 0.218, 0.471, 0.466, -0.935]}


Most stable: w (next structure +0.597 eV)


w | {"formula": "CH2N4O", "method": "wB97M-V/def2-TZVPD", "homo_energy_ev": -9.4, "smiles": "O[C@]12N=NN1N2", "gap_ev": 9.1184, "total_charge": 0, "symbols": ["N", "C", "O", "N", "N", "N", "H", "H"], "positions_angstrom": [[0.19, -0.94, -0.83], [-0.19, 0.19, -0.22], [0.11, 1.42, -0.57], [0.76, -0.93, 0.68], [-0.44, -0.90, 1.44], [-1.20, -0.10, 0.84], [-0.24, 2.04, 0.09], [1.01, -0.79, -1.42]], "nbo_charge": [-0.459, 0.644, -0.621, -0.269, 0.058, -0.252, 0.514, 0.385]}


x | {"formula": "CH2N4O", "method": "wB97M-V/def2-TZVPD", "homo_energy_ev": -9.8, "smiles": "Nc1nnon1", "gap_ev": 9.7935, "total_charge": 0, "symbols": ["C", "H", "H", "N", "N", "N", "N", "O"], "positions_angstrom": [[0.06, 0.00, -0.07], [-1.09, 1.49, -1.30], [-0.59, -0.05, -1.77], [-0.40, 0.56, -1.17], [0.35, -1.31, 0.10], [0.65, -1.39, 1.37], [0.31, 0.80, 0.93], [0.71, -0.10, 1.91]], "nbo_charge": [0.398, 0.429, 0.361, -0.769, -0.258, 0.153, -0.162, -0.153]}


y | {"formula": "CH2N4O", "method": "wB97M-V/def2-TZVPD", "homo_energy_ev": -9.2, "smiles": "[H]/N=c1/[nH]nno1", "gap_ev": 9.8046, "total_charge": 0, "symbols": ["C", "H", "H", "N", "N", "N", "N", "O"], "positions_angstrom": [[-0.51, 0.49, -0.17], [-1.55, 1.95, 0.52], [-0.85, -1.43, -1.41], [-1.48, 1.17, -0.37], [-0.31, -0.87, -0.59], [0.68, -1.27, 0.01], [1.27, -0.32, 0.64], [0.54, 0.70, 0.52]], "nbo_charge": [0.604, 0.368, 0.451, -0.727, -0.402, -0.033, 0.029, -0.290]}


Most stable: x (next structure +0.449 eV)


w | {"formula": "C2H4O2S", "method": "wB97M-V/def2-TZVPD", "homo_energy_ev": [-8.3, -9.1], "multiplicity": 3, "s2": 2.009, "gap_ev": [8.6214, 7.2249], "total_charge": 0, "symbols": ["C", "C", "O", "O", "S", "H", "H", "H", "H"], "positions_angstrom": [[0.66, 0.07, 0.49], [-1.02, -0.73, -0.89], [2.52, 1.31, 1.61], [-0.22, -0.87, 0.25], [2.14, 0.05, 1.12], [-0.33, 2.24, 0.88], [-1.84, -0.05, -0.63], [-1.37, -1.84, -1.17], [-0.52, -0.17, -1.66]], "mulliken_spin": [0.716, 0.004, 0.041, 0.139, 0.141, 0.962, -0.001, 0.002, -0.004]}


x | {"formula": "C2H4O2S", "method": "wB97M-V/def2-TZVPD", "homo_energy_ev": [-6.1, -10.7], "multiplicity": 3, "s2": 2.009, "gap_ev": [6.7887, 8.4259], "total_charge": 0, "symbols": ["C", "C", "O", "O", "S", "H", "H", "H", "H"], "positions_angstrom": [[1.54, -0.92, -0.64], [-0.90, 0.80, -0.56], [1.12, -1.94, -0.49], [-0.93, -1.70, -0.02], [-1.64, -0.53, 0.47], [-0.83, -0.39, 1.97], [-0.67, 0.26, -1.50], [0.05, 1.01, -0.05], [-1.72, 1.61, -0.59]], "mulliken_spin": [0.007, 0.029, 0.025, 0.467, 0.756, 0.681, 0.010, 0.029, -0.004]}


Most stable: x (next structure +1.138 eV)


w | {"formula": "C4H12NO2P", "method": "wB97M-V/def2-TZVPD", "homo_energy_ev": -10.0, "smiles": "CC(C)(N)[P@@](C)(=O)O", "gap_ev": 10.6621, "total_charge": 0, "symbols": ["C", "C", "C", "C", "N", "O", "O", "P", "H", "H", "H", "H", "H", "H", "H", "H", "H", "H", "H", "H"], "positions_angstrom": [[-0.18, -1.17, 1.28], [-1.98, 0.57, 0.37], [1.98, -0.63, -1.13], [-0.55, 0.05, 0.47], [0.25, 1.21, 0.93], [0.28, 1.46, -1.79], [-0.92, -0.97, -2.03], [0.01, -0.12, -1.26], [-0.91, -1.24, 2.04], [0.87, -1.07, 1.62], [-0.19, -2.11, 0.75], [-1.92, 1.58, -0.07], [-2.33, -0.12, -0.48], [-2.55, 0.53, 1.35], [2.69, 0.12, -1.27], [2.00, -1.10, -0.15], [2.02, -1.46, -1.88], [0.31, 1.25, 1.97], [1.30, 1.00, 0.66], [-0.15, 2.22, -1.39]], "nbo_charge": [-0.634, -0.642, -0.923, -0.249, -0.854, -1.013, -1.069, 2.092, 0.223, 0.214, 0.229, 0.222, 0.253, 0.224, 0.235, 0.217, 0.248, 0.359, 0.351, 0.517]}


x | {"formula": "C4H12NO2P", "method": "wB97M-V/def2-TZVPD", "homo_energy_ev": -8.8, "smiles": "CCP(O)NO.C=C", "gap_ev": 9.5654, "total_charge": 0, "symbols": ["C", "C", "C", "C", "N", "O", "O", "P", "H", "H", "H", "H", "H", "H", "H", "H", "H", "H", "H", "H"], "positions_angstrom": [[-2.35, -2.40, 0.10], [2.14, -1.29, 0.00], [-3.04, -1.28, -0.10], [1.95, 0.20, -0.08], [0.49, 2.25, -0.15], [-0.52, 0.31, -1.34], [-0.40, 3.15, 0.39], [0.18, 0.57, 0.12], [-0.06, 0.33, -2.21], [-2.12, -2.54, 1.13], [-2.01, -3.08, -0.60], [1.32, -1.70, 0.60], [2.12, -1.74, -1.00], [3.06, -1.68, 0.53], [-3.12, -0.63, 0.78], [-3.13, -0.84, -1.02], [2.35, 0.46, -1.05], [2.42, 0.63, 0.74], [1.35, 2.53, 0.26], [-0.90, 3.44, -0.45]], "nbo_charge": [-0.378, -0.610, -0.372, -0.781, -0.655, -1.018, -0.576, 1.247, 0.499, 0.183, 0.187, 0.205, 0.207, 0.216, 0.190, 0.189, 0.227, 0.226, 0.347, 0.466]}


y | {"formula": "C4H12NO2P", "method": "wB97M-V/def2-TZVPD", "homo_energy_ev": -9.1, "smiles": "CC(C)(N)[P@@](C)(=O)O", "gap_ev": 9.7768, "total_charge": 0, "symbols": ["C", "C", "C", "C", "N", "O", "O", "P", "H", "H", "H", "H", "H", "H", "H", "H", "H", "H", "H", "H"], "positions_angstrom": [[-0.24, -0.43, 1.58], [-1.44, -1.29, -0.57], [2.23, 0.67, -0.50], [-0.55, -0.22, 0.09], [-0.74, 1.12, -0.44], [0.76, -0.42, -2.38], [1.71, -2.04, -0.55], [1.13, -0.71, -0.83], [0.65, -1.10, 1.77], [-1.13, -1.07, 1.98], [-0.06, 0.43, 2.14], [-0.90, -1.94, -1.33], [-1.84, -1.90, 0.26], [-2.18, -0.75, -1.08], [2.43, 0.87, 0.49], [3.31, 0.48, -0.83], [1.84, 1.64, -0.76], [-1.64, 1.48, -0.27], [0.00, 1.78, -0.16], [0.09, 0.23, -2.56]], "nbo_charge": [-0.650, -0.633, -1.069, -0.152, -0.879, -1.005, -1.075, 2.125, 0.240, 0.208, 0.216, 0.240, 0.219, 0.213, 0.243, 0.271, 0.230, 0.369, 0.372, 0.516]}


Most stable: y (next structure +0.373 eV)